Record 1
Density functional theory data (the ωB97M-V functional and the def2-TZVPD basis) for a molecular structure, H28KrO14 at a distorted geometry.

Last column: natural (NBO) charge in e.
Geometry (Å):
1 Kr 16.95000 -13.83069 15.67672  0.00
2 O 18.25616 -14.27445 12.36473  -0.99
3 H 18.02218 -15.14801 12.67838  0.49
4 H 17.42458 -13.80182 12.32833  0.50
5 O 16.33592 -10.53114 14.19529  -0.97
6 H 17.03346 -10.22139 14.77299  0.50
7 H 16.05299 -9.74975 13.72031  0.49
8 O 16.03733 -12.77859 12.45486  -0.96
9 H 15.44903 -12.39208 11.80621  0.48
10 H 16.07556 -12.13200 13.15962  0.49
11 O 19.92658 -13.52807 17.20180  -1.00
12 H 19.94172 -13.80260 16.28494  0.50
13 H 19.50269 -14.25235 17.66221  0.49
14 O 15.51286 -16.43797 18.70941  -0.98
15 H 15.75298 -16.59329 17.79593  0.50
16 H 14.57314 -16.25776 18.68323  0.48
17 O 15.72229 -16.99990 15.81328  -0.95
18 H 15.71477 -17.95504 15.75098  0.48
19 H 16.40374 -16.72476 15.19995  0.49
20 O 17.44789 -11.66678 17.99437  -0.98
21 H 18.02823 -11.16591 18.56758  0.48
22 H 17.99018 -12.38786 17.67467  0.50
23 O 13.90283 -15.74141 13.67178  -0.98
24 H 13.08022 -15.88733 13.20461  0.47
25 H 13.84710 -14.83656 13.97901  0.50
26 O 19.07363 -11.17607 12.80085  -0.93
27 H 19.07797 -11.21717 13.75715  0.46
28 H 18.25921 -10.72236 12.58383  0.46
29 O 20.14745 -13.97618 14.40357  -0.99
30 H 19.58617 -13.89644 13.63231  0.51
31 H 20.97386 -13.57016 14.14198  0.47
32 O 18.43665 -15.91674 18.44420  -0.97
33 H 17.58066 -15.83581 18.86488  0.50
34 H 18.94592 -16.46612 19.04007  0.47
35 O 14.85638 -11.25563 16.40301  -0.97
36 H 15.41051 -11.76105 16.99776  0.50
37 H 15.37533 -11.17372 15.60287  0.48
38 O 13.52512 -12.98126 14.70819  -0.98
39 H 13.66374 -12.33069 14.01988  0.46
40 H 13.87417 -12.57136 15.49964  0.50
41 O 16.78450 -16.88856 12.86626  -0.98
42 H 15.95217 -16.46613 13.07842  0.50
43 H 16.62908 -17.31543 12.02373  0.48

Forces on atoms 1 to 2 (eV/Å):
Kr -0.084 -0.180 -0.164
O 0.931 -0.195 0.038

Values from the calculation:
HOMO   -10.7 eV
Molecular weight   336.01 g mol⁻¹
Strongest force on any atom   1.2 eV Å⁻¹
Frontier orbital gap   10.2869 eV
Total charge   0
Total energy   -3823.795877 Eh
Energy relative to the best compared isomer or geometry (same formula, charge and spin)   37.51 kJ/mol
LUMO energy   -0.0135 Eh

=====

Record 2
Density functional theory data (the ωB97M-V functional and the def2-TZVPD basis) for 13 unconnected molecules or ions with the total composition H28NO12 at a distorted geometry.

Last column: natural (NBO) charge in e.
Geometry (Å):
1 N 0.19249 -0.11044 0.12037  -0.84
2 H 0.08649 -0.52144 -0.72363  0.44
3 H -0.63851 0.56556 0.09337  0.46
4 H 1.09449 0.15856 -0.02163  0.45
5 H 0.10449 -0.80744 0.90737  0.45
6 O 4.42649 -0.30044 -0.48763  -0.94
7 H 4.84649 0.24956 0.27237  0.46
8 H 3.78949 -0.67944 0.04537  0.47
9 O -1.38351 1.07056 2.58937  -0.97
10 H -1.63751 1.68856 1.99537  0.48
11 H -2.13051 0.91856 3.18737  0.49
12 O 0.76449 2.64556 0.17037  -0.96
13 H 0.65449 3.29056 0.85137  0.48
14 H 0.21349 3.11156 -0.57363  0.48
15 O -2.95851 2.15256 0.06937  -1.03
16 H -2.23051 1.97056 -0.70163  0.50
17 H -3.64351 2.74456 -0.21863  0.49
18 O -1.71151 1.94456 -2.33463  -0.98
19 H -0.90951 1.77156 -2.93863  0.52
20 H -2.33451 2.59356 -2.60563  0.50
21 O 2.91049 -1.43144 1.80837  -1.02
22 H 2.60349 -0.51344 2.08037  0.47
23 H 2.06349 -1.83644 2.17337  0.48
24 O 1.70349 0.30556 2.86237  -0.96
25 H 0.81349 0.52656 3.27937  0.52
26 H 2.17349 1.12256 3.11137  0.50
27 O 0.85649 -3.08144 2.38937  -0.94
28 H 0.79049 -3.04444 1.41337  0.49
29 H -0.04551 -2.73344 2.69637  0.47
30 O 1.37249 0.29856 -2.70163  -0.97
31 H 0.66849 0.42956 -3.28063  0.47
32 H 2.15349 0.85256 -2.86063  0.51
33 O -1.44251 -1.28644 -3.02463  -0.99
34 H -1.78351 -1.15344 -3.85063  0.48
35 H -2.07651 -1.42044 -2.27863  0.51
36 O 0.15349 -3.10244 -0.33463  -0.96
37 H -0.29351 -3.89344 -0.49563  0.48
38 H 0.81849 -3.36544 -1.04463  0.50
39 O -3.08251 -0.64344 -0.68263  -0.95
40 H -3.60651 0.12256 -1.08663  0.49
41 H -3.34551 -0.60944 0.13037  0.46

Forces on atoms 1 to 2 (eV/Å):
N -4.521 -0.201 3.207
H -1.022 -2.992 -3.703

Values from the calculation:
HOMO   -12.9 eV
Molecular weight   234.22 g mol⁻¹
Strongest force on any atom   8.7 eV Å⁻¹
Frontier orbital gap   9.6832 eV
Total charge   +1
Total energy   -974.100598 Eh
Energy relative to the best compared isomer or geometry (same formula, charge and spin)   301.55 kJ/mol
LUMO energy   -0.1182 Eh

=====

Record 3
Density functional theory data (the ωB97M-V functional and the def2-TZVPD basis) for 14 unconnected molecules or ions with the total composition H28O14 at a distorted geometry.

Last column: natural (NBO) charge in e.
Geometry (Å):
1 O 34.30000 41.21300 0.14100  -0.98
2 H 34.01700 40.77400 0.89800  0.48
3 H 33.59900 41.46800 -0.58000  0.49
4 O 34.15800 41.18900 3.35400  -0.93
5 H 33.56300 40.33500 3.29400  0.44
6 H 33.39400 41.67700 4.00900  0.49
7 O 35.60000 43.53300 2.90100  -0.99
8 H 34.95900 43.33300 2.10900  0.49
9 H 36.36300 43.04300 2.85100  0.46
10 O 34.44200 42.66000 -3.07600  -1.03
11 H 34.05500 41.74500 -3.30900  0.49
12 H 34.37500 43.12800 -3.97900  0.48
13 O 30.01000 42.66100 -0.03000  -0.95
14 H 30.71300 42.19800 -0.52100  0.44
15 H 30.18200 42.69700 0.78000  0.45
16 O 31.95400 41.49200 -0.66400  -0.88
17 H 31.50200 41.71500 -1.57900  0.49
18 H 31.57400 40.66200 -0.53100  0.52
19 O 37.11500 42.58600 -0.53100  -0.96
20 H 36.33900 43.13700 -0.46000  0.47
21 H 36.82200 41.89300 -1.01200  0.47
22 O 33.52000 43.31200 1.12700  -0.97
23 H 33.70100 42.33700 1.23500  0.48
24 H 33.98200 43.67900 0.47500  0.48
25 O 33.69500 40.49400 -2.83900  -0.96
26 H 33.29200 40.95000 -2.01500  0.51
27 H 33.30300 39.71400 -3.15300  0.52
28 O 36.23600 40.41300 -1.79000  -0.97
29 H 36.46200 39.51600 -1.94000  0.46
30 H 35.31000 40.55600 -2.14400  0.50
31 O 36.08500 38.83700 0.64400  -0.93
32 H 36.40800 38.37200 -0.13700  0.49
33 H 35.87400 39.72600 0.52400  0.52
34 O 34.12600 37.40800 1.18700  -1.01
35 H 33.80700 38.06200 1.85800  0.45
36 H 35.02000 37.86300 0.93400  0.49
37 O 34.70000 44.36500 -0.88600  -0.97
38 H 34.67500 43.89400 -1.75900  0.50
39 H 34.92300 45.16600 -1.28800  0.48
40 O 31.88200 38.92400 0.01000  -0.98
41 H 31.18200 38.28300 0.26900  0.49
42 H 32.59800 38.42300 0.19100  0.50

Forces on atoms 1 to 2 (eV/Å):
O 1.519 0.749 -4.379
H -1.672 -1.464 1.586

Values from the calculation:
HOMO   -9.6 eV
Molecular weight   252.21 g mol⁻¹
Strongest force on any atom   11.7 eV Å⁻¹
Frontier orbital gap   8.8492 eV
Total charge   0
Total energy   -1069.936573 Eh
Energy relative to the best compared isomer or geometry (same formula, charge and spin)   694.18 kJ/mol
LUMO energy   -0.0260 Eh

=====

Record 4
Density functional theory data (the ωB97M-V functional and the def2-TZVPD basis) for 14 unconnected molecules or ions with the total composition H28O14 at a distorted geometry.

Last column: natural (NBO) charge in e.
Geometry (Å):
1 H -0.44305 0.76191 0.00352  0.41
2 H 0.67200 -0.23781 0.60432  0.50
3 H 0.33627 1.87683 1.00148  0.45
4 H 1.49100 1.71423 0.11133  0.49
5 H -1.92270 -2.73822 -1.27740  0.46
6 H -1.42359 -3.02195 0.23458  0.47
7 H 3.25019 -2.63844 -1.61849  0.48
8 H 3.38670 -2.75217 -0.06575  0.48
9 H 2.23386 1.43558 -2.38463  0.46
10 H 3.20881 0.46046 -3.10634  0.48
11 H -3.65434 -1.36161 -1.99209  0.47
12 H -2.43358 -0.55800 -1.43041  0.49
13 H -2.38163 -1.53025 3.64695  0.47
14 H -3.34696 -2.61008 3.55227  0.47
15 H -0.67775 -1.96600 -2.74519  0.46
16 H 0.18474 -0.81630 -2.80204  0.44
17 H -3.49380 2.20035 0.71093  0.46
18 H -4.70137 2.04710 -0.18152  0.47
19 H 3.86272 3.61736 2.80249  0.47
20 H 2.61623 3.16909 1.96685  0.48
21 H -1.21201 3.94346 -1.30790  0.46
22 H -2.29237 4.56541 -2.24085  0.48
23 H 1.90084 -1.06609 -1.21773  0.48
24 H 2.03808 -1.15027 0.26372  0.46
25 H 1.83887 0.23874 2.42439  0.49
26 H 3.22849 -0.33125 2.48649  0.48
27 H -2.29178 -1.43465 1.68647  0.46
28 H -1.05759 -0.76561 1.22233  0.49
29 O -0.09156 -0.17174 0.05097  -0.92
30 O 1.23532 1.61035 1.03424  -0.93
31 O -1.17281 -2.94046 -0.75744  -0.93
32 O 3.83509 -2.55452 -0.86134  -0.95
33 O 2.92236 0.85515 -2.22877  -0.94
34 O -2.87413 -0.79479 -2.18676  -0.96
35 O -2.40669 -2.41929 3.41392  -0.93
36 O 0.03017 -1.64905 -2.31459  -0.90
37 O -4.40710 2.25643 0.78417  -0.93
38 O 3.46880 2.87304 2.32968  -0.95
39 O -1.39903 4.27816 -2.12645  -0.94
40 O 1.42821 -1.32343 -0.42062  -0.93
41 O 2.49868 -0.33527 1.87704  -0.96
42 O -1.98358 -0.73638 1.05816  -0.99

Forces on atoms 1 to 2 (eV/Å):
H 0.271 -1.702 0.533
H 0.327 0.997 -0.096

Values from the calculation:
HOMO   -8.6 eV
Molecular weight   252.21 g mol⁻¹
Strongest force on any atom   5.6 eV Å⁻¹
Frontier orbital gap   8.2176 eV
Total charge   0
Total energy   -1069.916830 Eh
Energy relative to the best compared isomer or geometry (same formula, charge and spin)   746.01 kJ/mol
LUMO energy   -0.0144 Eh